Entry 1:
{
  "formula": "C27H46AsBBrN5O3Si3Tl",
  "method": "ωB97M-V with the def2-TZVPD basis set",
  "species": ["Tl", "O", "C", "C", "C", "C", "C", "C", "N", "H", "H", "H", "H", "H", "H", "H", "O", "N", "N", "O", "C", "C", "C", "C", "C", "C", "H", "H", "H", "H", "H", "C", "Si", "C", "C", "As", "Si", "C", "C", "C", "Si", "C", "C", "C", "H", "H", "H", "H", "H", "H", "H", "H", "H", "H", "H", "H", "H", "H", "H", "H", "H", "H", "H", "H", "H", "H", "H", "H", "H", "H", "H", "B", "C", "N", "H", "H", "H", "Br", "C", "C", "C", "C", "N", "C", "H", "H", "H", "H"],
  "xyz": [[0.09108, 0.62444, -0.62379], [-2.01448, -0.94326, -0.67191], [-2.49115, -1.28063, -1.96364], [-1.32163, -1.52520, -2.88748], [-1.43921, -2.42907, -3.93189], [-0.39557, -2.55940, -4.83381], [0.73829, -1.78342, -4.66109], [0.78903, -0.92327, -3.57934], [-0.21391, -0.80043, -2.70441], [-2.61769, -0.34099, -0.21326], [-3.09830, -0.46735, -2.37366], [-3.11336, -2.17746, -1.92103], [-2.34394, -3.01294, -4.03757], [-0.46926, -3.25498, -5.65897], [1.57748, -1.84292, -5.33920], [1.66049, -0.30624, -3.40087], [0.20319, 2.65895, 0.49561], [-0.81395, 3.10853, 1.10183], [-1.71331, 2.24369, 1.37235], [-1.59831, 0.97537, 1.04617], [-2.93366, 2.68747, 1.99396], [-3.90714, 1.74249, 2.27110], [-5.10251, 2.15528, 2.84456], [-5.31259, 3.49211, 3.13719], [-4.31975, 4.42430, 2.85919], [-3.12301, 4.03296, 2.28564], [-3.72609, 0.70034, 2.05517], [-5.86689, 1.42253, 3.06546], [-6.24401, 3.81041, 3.58503], [-4.47776, 5.46912, 3.08954], [-2.35207, 4.75447, 2.06230], [3.52546, -0.65518, 3.57558], [2.40820, 0.39681, 2.51939], [1.03287, 1.15534, 3.52399], [3.38304, 1.64325, 1.54811], [1.33448, -1.05812, 0.93660], [2.96736, -2.33161, -0.29405], [3.96618, -1.16812, -1.33188], [2.03856, -3.57937, -1.32859], [4.06008, -3.21006, 0.93577], [-0.16663, -2.57130, 2.04600], [0.81837, -3.32986, 3.43616], [-1.61585, -1.63016, 2.74782], [-0.66737, -3.87847, 0.81353], [3.97630, -0.01018, 4.33505], [4.33758, -1.09517, 2.99802], [2.99805, -1.45608, 4.09373], [1.43800, 1.51108, 4.47475], [0.23194, 0.44929, 3.74581], [0.59892, 2.01087, 3.00579], [3.78033, 2.38394, 2.24880], [2.77757, 2.17923, 0.81772], [4.23395, 1.18919, 1.03844], [3.42852, -0.79723, -2.20196], [4.84032, -1.71157, -1.70272], [4.33216, -0.30093, -0.78254], [1.11899, -3.18709, -1.76110], [1.78993, -4.46803, -0.74801], [2.68863, -3.89333, -2.14995], [4.79658, -2.53632, 1.37275], [4.60903, -3.98707, 0.39615], [3.51599, -3.69613, 1.74411], [1.07083, -2.58948, 4.19659], [1.73516, -3.81560, 3.10557], [0.19836, -4.09158, 3.91797], [-1.43702, -1.39293, 3.79818], [-2.50730, -2.26013, 2.69850], [-1.81425, -0.69740, 2.22134], [0.12468, -4.61373, 0.67214], [-0.93313, -3.45864, -0.15470], [-1.54122, -4.40650, 1.20478], [4.00748, 2.28196, -3.01668], [2.60959, 1.97702, -2.37906], [1.58330, 1.67336, -1.93196], [4.80519, 2.23869, -2.10850], [3.95679, 3.35965, -3.55173], [4.17095, 1.37304, -3.80920], [-5.35208, 3.30648, -1.35052], [-3.66317, 2.97531, -2.10726], [-3.26479, 3.57823, -3.28878], [-1.99944, 3.29069, -3.77237], [-1.18077, 2.43095, -3.06128], [-1.57329, 1.85652, -1.92139], [-2.79554, 2.11989, -1.45511], [-3.92507, 4.25678, -3.81109], [-1.63959, 3.73770, -4.68788], [-0.17824, 2.20465, -3.39580], [-3.08501, 1.64254, -0.52823]],
  "atomic_forces_ev_per_a": [[-0.22, -0.13, 0.02], [0.01, -0.17, -0.07], [0.03, -0.05, 0.04], [0.00, 0.06, 0.01], [-0.01, 0.01, -0.03], [-0.02, 0.00, 0.01], [0.02, 0.00, 0.02], [0.03, -0.06, 0.04], [-0.02, 0.01, 0.00], [0.09, -0.09, 0.04], [0.01, -0.01, -0.03], [0.00, 0.00, 0.01], [0.00, -0.01, 0.00], [0.00, 0.00, 0.00], [0.00, 0.01, -0.01], [-0.03, 0.03, -0.01], [0.05, 0.06, 0.06], [-0.02, -0.03, -0.04], [0.08, 0.07, 0.03], [-0.01, 0.17, -0.03], [0.02, 0.01, -0.01], [0.00, 0.00, 0.01], [-0.01, 0.00, -0.01], [0.00, 0.00, 0.00], [0.00, 0.00, 0.00], [-0.03, 0.01, -0.02], [0.00, -0.01, 0.01], [0.00, 0.00, 0.00], [0.00, 0.00, 0.00], [0.00, 0.00, 0.00], [0.00, 0.00, 0.00], [-0.01, -0.02, 0.01], [-0.02, 0.07, 0.04], [0.00, 0.03, -0.01], [0.00, -0.01, 0.04], [0.11, -0.06, -0.07], [-0.06, -0.04, 0.02], [0.05, 0.05, -0.04], [0.04, -0.01, 0.00], [0.01, 0.03, 0.00], [-0.08, 0.03, 0.07], [0.00, 0.00, 0.02], [0.00, -0.02, -0.03], [-0.01, 0.01, 0.04], [0.00, 0.00, 0.00], [0.01, 0.00, 0.00], [0.01, 0.01, -0.01], [0.01, 0.01, 0.00], [0.00, -0.03, 0.01], [0.01, -0.03, -0.01], [0.00, 0.00, -0.01], [-0.03, 0.01, -0.03], [-0.01, 0.01, -0.03], [-0.03, 0.05, -0.02], [0.00, 0.00, 0.00], [0.01, 0.02, 0.01], [-0.04, 0.04, -0.04], [0.01, 0.01, -0.02], [0.00, 0.00, 0.00], [0.01, 0.01, 0.01], [0.01, 0.00, -0.01], [-0.03, -0.01, 0.01], [-0.01, -0.01, 0.00], [0.03, -0.01, -0.01], [-0.01, 0.00, 0.00], [0.01, 0.00, 0.02], [0.00, -0.02, 0.01], [0.02, -0.10, 0.04], [-0.01, 0.01, -0.01], [-0.03, 0.03, -0.05], [0.00, 0.01, 0.00], [-0.05, -0.10, -0.03], [0.06, -0.04, 0.03], [0.06, 0.01, 0.04], [0.01, 0.00, 0.03], [-0.01, 0.01, 0.00], [0.02, 0.01, 0.00], [0.00, 0.00, 0.00], [-0.01, -0.01, 0.03], [0.02, 0.01, -0.01], [-0.02, 0.00, 0.00], [-0.02, 0.00, 0.00], [0.03, 0.11, -0.03], [0.02, 0.01, -0.04], [0.00, 0.00, 0.00], [0.00, 0.00, 0.00], [0.02, 0.00, 0.01], [-0.03, 0.06, -0.04]],
  "mulliken_charge": [1.76, -0.27, -1.07, 0.67, -0.96, -0.61, -1.04, -0.41, 0.71, 0.04, 0.43, 0.58, 0.54, 0.45, 0.55, 0.41, -0.25, -1.29, 1.16, -0.31, 0.27, 0.23, -0.93, -0.52, -0.66, -0.53, 0.32, 0.41, 0.43, 0.42, 0.50, -1.03, 0.34, -0.71, -0.95, 0.34, 0.47, -0.60, -0.80, -1.07, 0.46, -1.13, -0.28, -0.91, 0.41, 0.25, 0.26, 0.56, 0.13, 0.11, 0.49, 0.15, 0.29, 0.05, 0.50, 0.10, 0.02, 0.39, 0.44, 0.32, 0.40, 0.21, 0.23, 0.25, 0.42, 0.47, 0.50, -0.64, 0.27, 0.07, 0.45, 0.57, -0.41, -0.76, -0.15, -0.15, -0.14, -0.14, -1.00, -0.08, -1.09, -0.23, 0.23, 0.06, 0.49, 0.49, 0.39, 0.67],
  "charge": 1,
  "gap_ev": 8.25,
  "homo_energy_ev": -11.14,
  "e_tot_ev": -202217.1497
}

Entry 2:
{
  "formula": "C44H31AsCl5GaN8O2",
  "method": "ωB97M-V with the def2-TZVPD basis set",
  "species": ["Ga", "Cl", "C", "C", "C", "Cl", "C", "Cl", "C", "Cl", "C", "Cl", "C", "N", "C", "N", "C", "N", "C", "C", "C", "C", "C", "C", "C", "N", "N", "C", "O", "C", "C", "C", "C", "C", "C", "N", "C", "N", "C", "N", "C", "H", "H", "H", "H", "H", "H", "H", "H", "H", "H", "H", "H", "H", "H", "H", "H", "O", "As", "C", "C", "C", "C", "C", "C", "C", "C", "C", "C", "C", "C", "C", "C", "C", "C", "C", "C", "H", "H", "H", "H", "H", "H", "H", "H", "H", "H", "H", "H", "H", "H", "H"],
  "xyz": [[1.58690, -1.50371, 0.20786], [1.80853, -4.40238, 0.56577], [3.35693, -3.68209, 0.15735], [3.36702, -2.29611, 0.04555], [4.56513, -1.69426, -0.30172], [4.64278, 0.02846, -0.52614], [5.71686, -2.45645, -0.50595], [7.18353, -1.69107, -0.92969], [5.66811, -3.84606, -0.37053], [7.07373, -4.78175, -0.61876], [4.47006, -4.47816, -0.03923], [4.36754, -6.17646, 0.11885], [-0.39180, -3.62681, -4.43151], [0.28779, -2.76894, -3.44652], [0.06084, -2.62121, -2.15432], [0.91313, -1.71610, -1.67142], [1.66883, -1.35695, -2.76265], [1.30764, -1.96429, -3.85420], [-1.86448, -3.32814, -4.59769], [-2.60033, -4.16315, -5.43385], [-3.94094, -3.91245, -5.67189], [-4.57745, -2.84255, -5.05596], [-3.85114, -2.02654, -4.20273], [-2.49391, -2.25857, -3.98843], [-4.50203, -0.93374, -3.47353], [-5.52485, -0.22382, -3.77828], [-5.72024, 0.65858, -2.70126], [-4.79687, 0.39493, -1.85571], [-3.97292, -0.60295, -2.26622], [-4.51978, 0.97801, -0.53917], [-4.81377, 2.31044, -0.27041], [-4.48755, 2.84483, 0.96612], [-3.85316, 2.06241, 1.92452], [-3.58445, 0.72278, 1.66750], [-2.94280, -0.13155, 2.73029], [-1.88096, -1.00497, 2.18558], [-1.03027, -0.75907, 1.21270], [-0.18919, -1.79323, 1.10269], [-0.59057, -2.64824, 2.10041], [-1.62094, -2.20582, 2.76668], [-3.93244, 0.18265, 0.43696], [-0.23340, -4.66614, -4.15000], [0.14299, -3.44791, -5.36017], [-0.70249, -3.14512, -1.60008], [2.47049, -0.63491, -2.72294], [-2.12075, -5.01082, -5.91221], [-4.49801, -4.56364, -6.33236], [-5.62896, -2.64490, -5.21912], [-1.95214, -1.57244, -3.35006], [-5.29312, 2.91419, -1.03123], [-4.72374, 3.87902, 1.18503], [-3.59302, 2.49135, 2.88730], [-3.64699, -0.80659, 3.21180], [-2.49503, 0.49330, 3.50032], [-1.04430, 0.12620, 0.59577], [-0.12345, -3.59730, 2.30707], [-3.75754, -0.86655, 0.22628], [1.69243, 0.21054, 0.85899], [1.61939, 1.75882, 1.51858], [0.65384, 2.80670, 0.28146], [-0.66972, 3.15780, 0.53724], [-1.37785, 3.87187, -0.42003], [-0.76407, 4.23127, -1.61187], [0.55071, 3.85949, -1.87117], [1.26666, 3.13905, -0.92833], [0.72654, 1.61686, 3.18657], [0.79803, 0.41333, 3.88354], [0.32204, 0.35204, 5.18625], [-0.20849, 1.48909, 5.78488], [-0.27099, 2.68948, 5.08731], [0.20465, 2.76268, 3.78548], [3.37978, 2.37690, 1.82428], [4.17503, 1.64086, 2.70051], [5.44733, 2.09416, 2.99660], [5.91232, 3.27817, 2.43279], [5.11095, 4.01242, 1.57143], [3.83222, 3.56724, 1.26310], [-1.15412, 2.87352, 1.46183], [-2.40795, 4.14671, -0.23215], [-1.31387, 4.80503, -2.34734], [1.01702, 4.13225, -2.80884], [2.28278, 2.83092, -1.13963], [1.21978, -0.46871, 3.41717], [0.37664, -0.57804, 5.73762], [-0.56617, 1.44173, 6.80625], [-0.67600, 3.57376, 5.56267], [0.18111, 3.70766, 3.25814], [3.81398, 0.72185, 3.14480], [6.07736, 1.52927, 3.67124], [6.90438, 3.63456, 2.67707], [5.47729, 4.93468, 1.14014], [3.20390, 4.15279, 0.60697]],
  "atomic_forces_ev_per_a": [[-0.07, 0.38, -0.12], [0.23, -0.11, -0.13], [-0.18, 0.20, 0.09], [-0.22, -0.50, 0.21], [0.03, 0.13, -0.02], [-0.12, -0.21, 0.00], [0.03, 0.11, -0.01], [0.08, -0.01, -0.01], [0.16, -0.02, -0.04], [-0.02, 0.02, 0.00], [-0.14, -0.14, 0.05], [0.06, -0.01, -0.01], [0.04, 0.17, 0.14], [0.01, -0.05, -0.40], [0.00, 0.02, -0.04], [0.26, 0.14, -0.09], [-0.06, 0.12, 0.03], [-0.29, -0.13, 0.32], [0.02, 0.03, 0.03], [-0.03, -0.05, -0.07], [-0.04, 0.00, -0.02], [-0.02, 0.00, -0.03], [-0.08, 0.06, 0.06], [0.03, 0.01, 0.03], [0.14, -0.20, -0.14], [-0.12, 0.30, 0.30], [-0.03, -0.17, -0.39], [0.08, 0.00, 0.24], [0.04, -0.03, 0.07], [0.00, 0.02, -0.11], [-0.07, 0.05, 0.01], [-0.05, -0.02, 0.04], [-0.06, 0.02, 0.03], [0.09, 0.00, -0.04], [0.08, -0.12, -0.11], [-0.28, 0.02, 0.25], [-0.09, -0.05, -0.08], [0.30, -0.12, 0.40], [-0.09, -0.07, -0.06], [0.16, 0.30, -0.25], [0.04, -0.02, 0.00], [0.00, -0.04, 0.06], [0.05, 0.00, -0.04], [0.06, -0.01, -0.02], [0.00, -0.05, 0.03], [-0.02, 0.04, 0.02], [0.00, 0.02, 0.02], [0.03, -0.02, 0.00], [0.00, -0.02, -0.01], [0.02, -0.02, 0.02], [0.01, -0.04, 0.00], [0.00, -0.02, -0.04], [-0.05, -0.03, -0.02], [0.08, 0.01, 0.09], [0.02, 0.00, 0.04], [0.00, 0.07, -0.01], [0.02, 0.03, 0.00], [0.01, -0.31, -0.18], [0.02, 0.09, -0.06], [-0.07, 0.14, -0.09], [0.03, 0.02, -0.18], [0.00, 0.01, 0.00], [0.00, 0.02, -0.01], [0.01, -0.02, -0.01], [-0.19, 0.01, -0.01], [0.06, 0.04, 0.12], [-0.18, 0.04, 0.04], [-0.04, 0.00, -0.01], [-0.02, -0.03, 0.01], [-0.02, 0.01, -0.02], [0.00, -0.11, 0.12], [0.02, 0.16, 0.02], [0.05, 0.03, -0.08], [0.05, 0.01, 0.01], [0.00, -0.01, 0.01], [0.01, -0.01, -0.02], [0.06, -0.06, 0.09], [-0.01, 0.01, 0.04], [0.08, 0.00, -0.01], [0.01, -0.03, 0.01], [-0.01, 0.00, 0.02], [0.05, 0.02, 0.01], [0.05, 0.00, 0.00], [-0.01, 0.03, -0.01], [0.01, 0.00, -0.05], [0.01, -0.03, -0.01], [0.02, 0.04, -0.01], [-0.03, -0.03, 0.02], [-0.01, 0.02, -0.01], [-0.01, -0.01, -0.01], [-0.01, -0.01, 0.02], [-0.03, 0.02, -0.01]],
  "mulliken_charge": [-2.25, -0.19, 0.99, -1.23, 1.01, -0.16, -0.07, -0.15, 0.65, -0.14, -0.25, -0.16, -1.06, 0.81, -0.24, 0.48, -0.53, -0.95, 0.93, -0.90, -0.59, -0.91, -0.02, -0.10, 0.41, -0.46, -0.46, 0.16, -0.18, 0.50, -0.85, -1.02, -0.42, 0.45, -0.74, 1.16, -0.80, 0.41, -0.49, -1.16, -0.03, 0.46, 0.38, 0.63, 0.55, 0.47, 0.42, 0.52, 0.71, 0.56, 0.44, 0.52, 0.39, 0.19, 0.74, 0.44, 0.66, 2.46, 0.86, 0.38, 0.03, -0.79, -0.85, -0.93, -0.67, 0.64, -0.17, -0.80, -0.60, -0.85, -0.68, 0.49, -0.44, -0.85, -0.53, -0.84, -0.28, 0.32, 0.53, 0.47, 0.47, 0.57, 0.43, 0.46, 0.43, 0.47, 0.50, 0.43, 0.44, 0.44, 0.44, 0.47],
  "charge": 2,
  "gap_ev": 8.43,
  "homo_energy_ev": -13.24,
  "e_tot_ev": -237962.2681
}

Entry 3:
{
  "formula": "C7H11Br9O2S",
  "method": "ωB97M-V with the def2-TZVPD basis set",
  "species": ["C", "Br", "Br", "Br", "H", "C", "Br", "Br", "Br", "H", "C", "Br", "Br", "Br", "H", "C", "C", "C", "S", "O", "O", "C", "H", "H", "H", "H", "H", "H", "H", "H"],
  "xyz": [[-1.85888, -4.30150, -2.23888], [-3.22041, -3.09927, -2.97148], [-0.09479, -3.57298, -2.76804], [-1.85780, -6.15840, -2.98976], [-1.90781, -4.25290, -1.15106], [5.18218, -4.60924, 8.00829], [4.34234, -6.10867, 7.00759], [7.15247, -4.59591, 7.92217], [4.58485, -4.34552, 9.90655], [4.90937, -3.73061, 7.42376], [1.49460, -0.29377, 2.20571], [1.35878, 1.73149, 2.18869], [-0.28420, -0.97038, 1.86131], [2.16660, -1.15733, 3.90064], [2.12461, -0.65464, 1.39270], [-1.11647, 1.76296, -2.47532], [-0.84353, 2.75626, -3.63874], [-1.06695, 4.24815, -3.20323], [-2.51876, 4.22316, -1.98376], [-3.71011, 4.56224, -2.79375], [-2.23308, 4.97668, -0.77355], [-2.40883, 2.30029, -1.77183], [-0.21514, 1.77295, -1.86246], [-1.15106, 0.82007, -3.02107], [-1.63736, 2.54121, -4.35407], [0.10111, 2.62434, -4.16633], [-1.24821, 4.92715, -4.03642], [-0.22786, 4.63014, -2.62175], [-3.28152, 1.89506, -2.28399], [-2.53414, 2.07897, -0.71191]],
  "atomic_forces_ev_per_a": [[0.86, 0.11, -1.24], [0.30, -0.80, 0.36], [-0.52, -0.08, 0.45], [-0.53, 1.25, 0.80], [-0.11, -0.44, -0.35], [0.20, 0.14, 0.04], [0.60, 0.79, 0.98], [-0.92, -0.32, 0.07], [0.29, -0.42, -1.58], [-0.17, -0.19, 0.49], [-0.48, 0.28, 0.72], [0.54, -1.77, 0.20], [0.21, 0.01, -0.03], [-0.32, 1.03, -1.25], [0.03, 0.45, 0.32], [0.57, 1.91, -0.47], [-1.35, 1.25, 0.07], [0.10, -0.95, 1.07], [0.10, -0.46, -2.54], [1.44, -0.74, 1.53], [-0.14, -0.96, -0.78], [0.20, 0.13, -0.23], [-0.31, -0.18, 0.52], [-0.64, -0.36, 0.78], [0.05, 0.09, -0.37], [0.08, -0.05, 0.32], [-0.39, -0.11, 0.20], [0.07, -0.04, 0.04], [-0.09, 0.34, -0.08], [0.34, 0.09, -0.03]],
  "mulliken_charge": [-0.34, -0.01, -0.03, -0.02, 0.40, -0.25, -0.01, -0.01, -0.01, 0.29, -0.34, -0.02, 0.01, -0.04, 0.39, -0.46, -0.71, -0.72, 1.05, -0.63, -0.61, -0.71, 0.25, 0.30, 0.32, 0.40, 0.40, 0.36, 0.33, 0.44],
  "charge": 0,
  "gap_ev": 9.41,
  "homo_energy_ev": -10.22,
  "e_tot_ev": -652746.9974
}

Q: Which formula does entry 1 have?
A: C27H46AsBBrN5O3Si3Tl